Entry 1:
11 unconnected molecules or ions with the total composition C73H173N11O18. Source: the OMol25 dataset; level of theory: ωB97M-V with the def2-TZVPD basis set.

```
275
C73H173N11O18 (ωB97M-V with the def2-TZVPD basis set)
C -1.5852 -1.0782 7.6703
C -2.6545 -0.6073 6.6803
C -3.7960 0.0298 7.5309
C -2.1295 0.4577 5.6770
C -1.2908 -0.0414 4.5045
C -2.1254 -1.0323 3.7304
C -2.5937 -2.1958 4.6331
C -3.6336 -2.9966 3.9183
C -1.3274 -3.0294 4.8506
N -3.2964 -1.6515 5.8506
O -3.7492 -2.7645 6.6080
H -0.8056 -1.6464 7.1731
H -1.1464 -0.2210 8.2234
H -2.0847 -1.7567 8.3444
H -4.5972 0.4151 6.8601
H -4.2654 -0.7362 8.0983
H -3.5509 0.8346 8.1986
H -3.0151 0.9676 5.2736
H -1.5861 1.2606 6.2136
H -0.9131 0.7907 3.8840
H -0.3874 -0.5267 4.9850
H -1.5734 -1.4924 2.8964
H -2.9943 -0.5358 3.3090
H -4.6239 -2.6608 4.1586
H -3.5291 -4.0556 4.1910
H -3.4757 -2.9887 2.8252
H -1.4443 -3.8466 5.6701
H -0.4122 -2.4179 5.0886
H -1.0406 -3.5145 3.9396
H -4.6711 -2.7107 6.3785
C -3.6893 1.1972 -5.9837
C -3.6444 1.7005 -4.4860
C -2.2039 2.0905 -4.1135
C -4.5165 2.9460 -4.2631
C -6.0262 2.6157 -4.4194
C -6.3732 1.5174 -3.3883
C -5.5208 0.2683 -3.4826
C -5.5764 -0.5757 -2.2254
C -6.0268 -0.5596 -4.6738
N -4.0687 0.6238 -3.6470
O -3.2206 -0.5226 -3.7521
H -2.8398 0.4273 -5.9920
H -4.6070 0.7112 -6.2011
H -3.3673 1.9188 -6.7142
H -1.5506 1.2401 -4.3048
H -1.9530 2.8945 -4.8402
H -2.0996 2.5404 -3.1197
H -4.2862 3.2165 -3.2587
H -4.2574 3.7220 -4.9891
H -6.6713 3.4645 -4.2920
H -6.1745 2.2746 -5.4933
H -7.4151 1.2630 -3.4305
H -6.3090 1.8950 -2.3731
H -5.1547 0.0341 -1.4252
H -4.9963 -1.4670 -2.3615
H -6.6501 -0.8562 -2.0032
H -6.8442 -1.2792 -4.4084
H -5.2806 -1.1798 -5.2698
H -6.4282 -0.0076 -5.5076
H -3.4660 -0.9840 -4.6229
C 1.7547 2.3909 -2.1130
C 1.7436 3.8416 -2.3939
C 0.3403 4.2902 -1.9246
C 2.8164 4.5271 -1.6527
C 4.2200 4.3229 -2.2278
C 4.3315 4.6993 -3.6687
C 3.2341 4.0546 -4.4978
C 3.1097 4.7640 -5.7891
C 3.5644 2.5647 -4.7506
N 1.9369 4.2043 -3.8496
O 0.9970 3.4271 -4.5720
H 1.6635 2.2670 -1.0293
H 0.9659 1.8121 -2.5479
H 2.7038 1.9835 -2.4686
H 0.2638 5.3801 -2.1161
H -0.5084 3.8008 -2.3756
H 0.3761 4.2348 -0.8254
H 2.5678 5.5860 -1.6580
H 2.7682 4.2336 -0.5536
H 5.0517 4.7786 -1.6352
H 4.5103 3.3025 -2.1189
H 5.3083 4.3989 -4.0503
H 4.2230 5.8251 -3.7319
H 2.4444 4.1896 -6.4079
H 4.0156 4.8147 -6.3689
H 2.7032 5.8061 -5.7787
H 2.7793 1.9049 -4.4476
H 4.5100 2.2629 -4.2715
H 3.9180 2.3161 -5.7823
H 0.2888 4.0408 -4.7466
C -1.0866 0.0538 -1.1056
O -0.3393 0.8973 -0.2140
C -0.2225 0.3125 1.0539
C 1.1172 0.6090 1.7323
C 1.2500 2.2256 1.8295
N 2.2534 -0.0826 1.2162
H -1.5799 0.7153 -1.8523
H -1.8802 -0.4588 -0.6289
H -0.3640 -0.7115 -1.5237
H -1.1422 0.6255 1.6150
H -0.3525 -0.7806 0.9650
H 0.9440 0.2321 2.7745
H 1.5603 2.6750 0.9727
H 1.9539 2.5254 2.6274
H 0.2505 2.5985 2.0887
H 2.3389 -1.0330 1.4821
H 2.2396 -0.0671 0.1865
C 5.0129 4.4821 4.1768
O 3.7418 4.3092 3.5325
C 3.2694 5.5354 3.0281
C 1.9621 5.4134 2.4195
N 1.3754 6.7654 2.2924
C 0.4430 6.8797 1.1816
C -0.1268 8.2707 1.1324
O -0.8847 8.5568 2.2705
C -1.2202 9.9388 2.2681
H 5.1894 3.5845 4.7452
H 5.0655 5.3511 4.8563
H 5.7551 4.6908 3.3838
H 3.9976 6.0438 2.3113
H 3.1733 6.2806 3.8269
H 1.3307 4.7283 3.0498
H 1.9976 5.0409 1.3957
H 0.8676 6.9834 3.1493
H -0.2921 6.0973 1.1980
H 0.9191 6.6167 0.2621
H -0.6990 8.4108 0.1813
H 0.7678 8.8679 1.1875
H -0.3003 10.4661 2.2733
H -1.8277 10.1422 3.1483
H -1.7158 10.2447 1.3324
C -5.7625 -1.5108 -8.2437
O -4.9364 -2.6241 -8.0586
C -3.6980 -2.5035 -8.6429
C -2.7844 -3.6035 -8.1640
N -2.5845 -3.5418 -6.6775
C -2.1116 -4.7803 -6.1804
C -1.7492 -4.6614 -4.7013
O -2.9190 -4.2955 -4.0032
C -2.4294 -4.1272 -2.6634
H -5.7570 -1.0663 -9.2497
H -5.4468 -0.7246 -7.5520
H -6.7978 -1.8779 -8.0771
H -3.2331 -1.4897 -8.4932
H -3.8514 -2.5465 -9.7062
H -1.8207 -3.5551 -8.6752
H -3.1722 -4.5936 -8.3648
H -3.4520 -3.1942 -6.2661
H -1.3699 -5.0696 -6.8425
H -2.8174 -5.6318 -6.2778
H -0.9980 -3.9122 -4.6085
H -1.3354 -5.6209 -4.3100
H -2.2887 -5.1145 -2.1784
H -3.1899 -3.6597 -2.0681
H -1.4656 -3.5233 -2.6261
C 6.5131 2.3381 1.8756
O 6.5617 2.1105 0.4599
C 5.4604 1.3236 0.1108
C 5.5087 0.8170 -1.3238
N 6.6321 -0.1296 -1.4338
C 6.6538 -0.7952 -2.7295
C 5.6945 -1.9696 -2.8625
O 6.2187 -3.2316 -2.5556
C 6.3822 -3.5322 -1.2261
H 6.7384 1.3869 2.3972
H 5.5507 2.7236 2.1846
H 7.3402 3.0514 2.1878
H 4.5094 1.9434 0.2310
H 5.4430 0.4979 0.7650
H 5.6606 1.6677 -1.9640
H 4.5137 0.3337 -1.4129
H 7.5117 0.4085 -1.4097
H 7.6948 -1.0943 -2.9931
H 6.4175 -0.0512 -3.5126
H 5.4072 -2.1378 -3.8726
H 4.8065 -1.7513 -2.2162
H 5.4669 -3.4884 -0.6827
H 7.1634 -2.9052 -0.7519
H 6.8758 -4.5607 -1.2117
C 0.4874 -8.1417 -0.7416
O 0.9202 -7.3471 -1.8267
C 2.2919 -7.3446 -1.9334
C 2.7971 -6.3093 -2.8567
N 2.7172 -4.9445 -2.3585
C 1.5401 -4.2422 -2.8254
C 1.5184 -2.8348 -2.2999
O 2.5523 -2.0014 -2.8011
C 2.2149 -1.3442 -3.9783
H 0.6782 -9.1981 -0.7714
H -0.6305 -8.0736 -0.6892
H 0.8809 -7.7736 0.2131
H 2.7451 -8.3183 -2.2168
H 2.6722 -7.1173 -0.9651
H 2.5681 -6.4304 -3.9479
H 3.9175 -6.4678 -2.8323
H 3.5970 -4.4388 -2.5044
H 0.6528 -4.7995 -2.4929
H 1.5733 -4.2424 -3.9564
H 1.5907 -2.8494 -1.2108
H 0.5379 -2.3321 -2.5112
H 3.0602 -0.7216 -4.3332
H 1.4155 -0.6531 -3.7165
H 1.9663 -2.0174 -4.7629
C 2.9338 -2.3351 6.0327
O 3.6117 -1.1195 5.9242
C 3.3751 -0.4332 4.7243
C 4.1803 0.8669 4.7362
N 3.9105 1.7760 5.8377
C 2.5054 2.2680 5.9524
C 2.3323 3.1075 7.2122
O 2.4445 2.3515 8.3729
C 1.5572 1.3009 8.5728
H 1.8881 -2.3821 5.6472
H 2.9550 -2.6682 7.0837
H 3.5352 -3.1152 5.4926
H 2.3225 -0.2291 4.5985
H 3.7216 -1.0535 3.8319
H 4.1158 1.3660 3.7969
H 5.2586 0.5587 4.8629
H 4.1496 1.3156 6.7286
H 1.8325 1.3685 5.9193
H 2.1846 2.8302 5.0455
H 1.3183 3.6060 7.1367
H 3.1225 3.8659 7.2288
H 1.8161 0.3825 8.0181
H 0.5340 1.5055 8.2686
H 1.5384 1.0536 9.6419
C -2.3281 -5.4742 2.3333
O -1.9157 -4.3368 1.5958
C -0.9927 -4.5402 0.5829
C 0.3671 -4.7461 1.0876
N 0.7710 -3.5169 1.7780
C 1.7824 -3.7942 2.7532
C 3.1432 -3.6372 2.1470
O 3.3162 -4.6256 1.1224
C 4.4520 -5.4792 1.3079
H -1.7259 -6.3149 1.9899
H -3.3877 -5.5956 2.1846
H -2.1641 -5.3337 3.4220
H -0.9497 -3.5175 0.1455
H -1.2601 -5.4271 -0.0924
H 1.0064 -4.8961 0.1596
H 0.5586 -5.6566 1.7469
H -0.0001 -3.1329 2.2589
H 1.6770 -4.7842 3.3091
H 1.5968 -3.0831 3.5896
H 3.9044 -3.7080 2.9709
H 3.3282 -2.6321 1.7413
H 5.2658 -4.9088 1.7923
H 4.7906 -5.8350 0.3359
H 4.1104 -6.3400 1.9510
C -7.0194 -2.7922 2.0879
O -6.3720 -1.6485 2.5540
C -5.8775 -0.7862 1.5914
C -5.5663 0.4998 2.3697
N -5.1048 1.5087 1.4693
C -3.6795 1.4964 1.1464
C -3.3336 2.4271 -0.0439
O -3.5252 3.7686 0.4486
C -3.1376 4.8433 -0.4735
H -7.9100 -2.6657 1.4404
H -7.2533 -3.2781 3.0751
H -6.3049 -3.4486 1.4766
H -6.6145 -0.5254 0.8362
H -5.0335 -1.1304 1.0667
H -4.8460 0.3227 3.2191
H -6.5564 0.7680 2.8085
H -5.3233 2.4391 1.7440
H -3.5128 0.4500 0.9098
H -2.9762 1.8626 1.9368
H -3.9777 2.3157 -1.0094
H -2.1993 2.2773 -0.2666
H -2.1064 4.7206 -0.7843
H -3.3087 5.7901 0.0047
H -3.7976 4.6896 -1.3815
```

- Charge: 0
- Kohn-Sham gap: 0.3311 Eh
- Calculated total energy: -4841.21380 Ha
- Energy above the lowest of the compared OMol25 structures with the same formula, charge and spin: 0.000 eV
- HOMO level: -8.4 eV



Entry 2:
10 unconnected molecules or ions with the total composition C73H80F9O10PS. Source: the OMol25 dataset; level of theory: ωB97M-V with the def2-TZVPD basis set.

```
174
C73H80F9O10PS (ωB97M-V with the def2-TZVPD basis set)
C 6.2155 0.2373 6.7270
C 5.0583 -0.3674 5.7675
O 3.8259 0.4020 5.7835
P 3.7042 1.4803 4.4829
O 4.3945 2.8320 4.7919
C 1.8489 1.9082 4.3136
C 0.9486 0.5542 4.3929
C -0.5730 1.0172 4.5955
C -1.1227 1.5639 3.1812
C -1.9990 0.5254 2.3423
O -3.2789 0.1640 2.9311
S -3.2237 0.0225 4.5888
O -3.9523 1.2207 5.1590
O -4.0220 -1.1993 5.0533
C -1.5251 -0.0542 5.3198
C -0.9674 -1.5494 5.3694
C -1.0737 -2.3613 3.9946
C -0.4578 -3.8480 4.2534
C 0.5555 -4.2563 3.0464
O 1.9109 -4.5034 3.5028
C 2.7664 -3.3975 3.2744
C 3.1236 -2.7762 1.8531
O 3.3207 -2.8944 4.2873
C -1.6934 0.4302 6.8674
C -0.3135 0.4513 7.6773
O -0.6662 0.1902 9.0886
C -0.3927 -1.1618 9.4223
O -1.2493 -2.0660 9.4206
O 4.3261 0.8924 3.0128
C 3.4064 1.0855 1.9065
C 4.2255 0.7732 0.5393
H 6.7020 -0.6720 7.2433
H 5.7161 0.9106 7.4975
H 7.0407 0.7627 6.1474
H 5.4813 -0.5852 4.7346
H 4.7983 -1.3952 6.2219
H 1.6255 2.5266 3.3850
H 1.6304 2.5979 5.2121
H 1.3327 0.0086 5.3235
H 1.0318 -0.0544 3.4333
H -0.5367 1.9391 5.2903
H -1.6798 2.5508 3.3254
H -0.2120 1.8176 2.5188
H -2.2474 1.0493 1.3437
H -1.4527 -0.4351 2.0494
H 0.0989 -1.6614 5.7458
H -1.6276 -2.1163 6.1295
H -2.1646 -2.5100 3.7129
H -0.4213 -1.9056 3.1822
H 0.1852 -3.8518 5.2055
H -1.2597 -4.6437 4.3766
H 0.1375 -5.2498 2.6351
H 0.5194 -3.5154 2.1687
H 3.3962 -1.6601 1.9332
H 2.2744 -2.8860 1.1033
H 4.0451 -3.2676 1.3642
H -2.1032 1.5081 6.8956
H -2.4959 -0.2200 7.3532
H 0.4312 -0.3588 7.3876
H 0.1818 1.4836 7.6261
H 0.6685 -1.4467 9.7663
H 2.5392 0.3519 2.0124
H 3.0122 2.1471 1.7918
H 4.1415 -0.3418 0.2998
H 5.3228 0.9653 0.7881
H 3.9213 1.4497 -0.3221
F 0.8036 0.8372 0.2387
C 0.1395 0.6933 -0.9220
C 0.0243 -0.5671 -1.4871
C -0.6677 -0.7175 -2.6839
C -1.2272 0.3960 -3.3066
C -1.1001 1.6568 -2.7313
C -0.4175 1.8061 -1.5292
H 0.4733 -1.4203 -0.9913
H -0.7708 -1.7004 -3.1314
H -1.7637 0.2788 -4.2425
H -1.5329 2.5228 -3.2191
H -0.3169 2.7792 -1.0623
F -3.4051 2.6119 -1.4762
C -4.5123 1.9436 -1.8408
C -5.4844 2.5933 -2.5836
C -6.6285 1.9012 -2.9659
C -6.7916 0.5697 -2.5912
C -5.8101 -0.0712 -1.8404
C -4.6608 0.6176 -1.4674
H -5.3432 3.6322 -2.8587
H -7.3922 2.3981 -3.5540
H -7.6865 0.0313 -2.8859
H -5.9403 -1.1070 -1.5458
H -3.8821 0.1321 -0.8903
F 3.9586 -0.8292 -1.7139
C 4.7693 -0.9963 -2.7735
C 5.1667 -2.2747 -3.1311
C 6.0013 -2.4478 -4.2305
C 6.4375 -1.3396 -4.9530
C 6.0353 -0.0601 -4.5807
C 5.1919 0.1129 -3.4882
H 4.8238 -3.1245 -2.5520
H 6.3123 -3.4449 -4.5236
H 7.0927 -1.4751 -5.8084
H 6.3788 0.8024 -5.1415
H 4.8618 1.1011 -3.1897
F -0.0077 -3.7639 0.2912
C 0.0680 -4.5814 -0.7757
C 0.9430 -4.2747 -1.8059
C 1.0254 -5.1212 -2.9063
C 0.2239 -6.2585 -2.9682
C -0.6546 -6.5532 -1.9295
C -0.7295 -5.7128 -0.8236
H 1.5530 -3.3804 -1.7437
H 1.7111 -4.8955 -3.7136
H 0.2855 -6.9162 -3.8293
H -1.2810 -7.4371 -1.9811
H -1.4014 -5.9312 -0.0018
F 0.9835 -4.4137 -5.8053
C 0.2949 -4.9360 -6.8343
C -0.9898 -5.4102 -6.6214
C -1.7047 -5.9463 -7.6873
C -1.1226 -6.0118 -8.9508
C 0.1702 -5.5368 -9.1510
C 0.8817 -4.9905 -8.0882
H -1.4229 -5.3583 -5.6291
H -2.7136 -6.3133 -7.5338
H -1.6795 -6.4342 -9.7807
H 0.6236 -5.5922 -10.1347
H 1.8859 -4.6079 -8.2277
F -10.5930 -0.8359 1.9292
C -9.4394 -0.8492 2.6195
C -8.2682 -1.2217 1.9799
C -7.0733 -1.2305 2.6931
C -7.0645 -0.8778 4.0404
C -8.2491 -0.5098 4.6725
C -9.4425 -0.4899 3.9574
H -8.2948 -1.5013 0.9330
H -6.1492 -1.5127 2.1997
H -6.1252 -0.8860 4.5924
H -8.2428 -0.2385 5.7227
H -10.3720 -0.1976 4.4319
F 8.6277 -1.4181 -7.0096
C 8.6682 -2.2805 -8.0406
C 9.5297 -2.0362 -9.0979
C 9.5752 -2.9307 -10.1618
C 8.7510 -4.0534 -10.1610
C 7.8863 -4.2855 -9.0957
C 7.8480 -3.3974 -8.0262
H 10.1575 -1.1530 -9.0848
H 10.2513 -2.7534 -10.9910
H 8.7842 -4.7484 -10.9936
H 7.2421 -5.1581 -9.0984
H 7.1870 -3.5671 -7.1843
F -5.3419 7.3837 -3.7544
C -5.3029 7.4791 -2.4152
C -4.3029 6.8232 -1.7152
C -4.2588 6.9255 -0.3288
C -5.2221 7.6742 0.3424
C -6.2249 8.3248 -0.3708
C -6.2629 8.2318 -1.7581
H -3.5664 6.2381 -2.2542
H -3.4757 6.4222 0.2280
H -5.1899 7.7500 1.4244
H -6.9769 8.9042 0.1538
H -7.0311 8.7387 -2.3300
F -0.6869 6.5777 0.4343
C -0.5633 7.9160 0.4011
C -0.0003 8.5745 1.4826
C 0.1319 9.9587 1.4454
C -0.3103 10.6688 0.3319
C -0.8787 9.9967 -0.7461
C -1.0009 8.6120 -0.7140
H 0.3305 8.0057 2.3437
H 0.5781 10.4835 2.2830
H -0.2108 11.7491 0.3057
H -1.2265 10.5512 -1.6110
H -1.4329 8.0716 -1.5479
```

- Charge: 0
- Kohn-Sham gap: 0.3275 Eh
- Calculated total energy: -5220.23588 Ha
- HOMO level: -8.7 eV